Record 1
The following is a quantum chemistry calculation of a 2-piece molecular cluster, C6H14O overall at a distorted geometry, from OMol25.

Each line ends with the natural charge from an NBO analysis.
Cartesian coordinates (Å):
C (1.4828, 0.3616, 0.5635)  -0.47
C (0.2927, -0.2011, 0.2266)  0.08
C (0.1007, -1.0835, -0.8929)  -0.69
C (-1.1083, 0.0035, 1.2142)  -0.42
C (-2.3376, 0.2089, 0.3614)  -0.43
C (-2.3831, 1.6621, -0.3415)  -0.63
H (2.2130, 0.6754, -0.2521)  0.20
H (1.7496, 0.8186, 1.5092)  0.20
H (-0.3428, -0.5850, -1.7220)  0.23
H (-0.3774, -2.0240, -0.6056)  0.23
H (1.0901, -1.3031, -1.3893)  0.23
H (-1.1830, -1.0137, 1.7722)  0.21
H (-0.9653, 0.8034, 1.9394)  0.22
H (-2.4174, -0.3106, -0.5755)  0.21
H (-3.3109, 0.0128, 0.7411)  0.21
H (-2.9205, 1.6623, -1.3307)  0.21
H (-2.9248, 2.4107, 0.3178)  0.21
H (-1.3482, 2.0311, -0.7241)  0.21
O (4.9729, -1.1072, -0.5073)  -0.95
H (4.2478, -1.1233, 0.1906)  0.48
H (5.4699, -1.8988, -0.4950)  0.47

Atomic forces in eV per Å
C -0.4 0.7 -1.6
C -0.9 2.0 4.2
C 1.9 -0.8 -2.1
C 2.2 -3.0 -0.8
C 0.3 2.7 -2.7
C 0.4 0.7 -0.2
H -0.5 -1.5 1.0
H -0.7 0.3 0.1
H -1.4 0.2 -0.6
H -0.1 0.2 -0.3
H -0.7 -0.2 0.9
H 0.0 1.7 -0.7
H 0.1 0.0 -0.1
H 0.8 -1.5 -0.1
H -0.6 0.0 1.3
H 0.0 -0.4 1.1
H 1.1 -0.6 -0.8
H -1.5 -0.5 1.4
O -2.2 1.7 1.0
H 1.6 -0.4 -1.4
H 0.5 -1.4 0.4

Strongest force on any atom ... 0.0912 Eh/bohr
Spin multiplicity ... 1
E ... -8494.1251 eV
SMILES ... C=C(C)CCC.O
Energy relative to the best compared isomer or geometry (same formula, charge and spin) ... 267.0 kJ/mol
HOMO-LUMO gap ... 9.817 eV
LUMO level ... 0.858 eV
Total charge ... 0



Record 2
The following is a quantum chemistry calculation of a 2-piece molecular cluster, C33H44N3O2 overall at a distorted geometry, from OMol25.

Each line ends with the Mulliken charge.
Cartesian coordinates (Å):
C (-4.3126, 0.6290, -0.6030)  -0.89
O (-3.3903, 1.4155, -1.3696)  -0.28
C (-3.6274, 2.7384, -1.2594)  0.12
O (-4.5326, 3.1999, -0.5830)  -0.61
C (-2.6558, 3.6074, -2.0331)  0.11
C (-3.4342, 4.2883, -3.1729)  -0.86
C (-3.9137, 5.6048, -2.5599)  -0.70
C (-2.9540, 5.9036, -1.3906)  -0.68
N (-2.2858, 4.6528, -1.1325)  0.04
C (-1.4419, 4.4514, -0.0944)  0.52
C (-0.9261, 3.2109, 0.2415)  0.06
C (-0.1022, 3.0215, 1.4653)  0.11
C (-0.2900, 4.1832, 2.4685)  -1.02
C (-0.1085, 5.5387, 1.7817)  -0.95
C (-1.1597, 5.7089, 0.6971)  -0.58
H (-4.2897, -0.3626, -1.0492)  0.18
H (-3.9593, 0.5768, 0.4309)  0.34
H (-5.3114, 1.0763, -0.6445)  0.49
H (-1.7908, 3.0024, -2.3260)  0.47
H (-2.7581, 4.4892, -4.0099)  0.39
H (-4.2677, 3.6700, -3.5263)  0.31
H (-3.9393, 6.4308, -3.2793)  0.40
H (-4.9177, 5.4695, -2.1474)  0.25
H (-2.2248, 6.6760, -1.6977)  0.39
H (-3.5110, 6.2950, -0.5155)  0.30
H (-1.1012, 2.3453, -0.3994)  -0.06
H (-0.3732, 2.0655, 1.9583)  0.20
H (0.9796, 2.9184, 1.1817)  -0.04
H (-1.3207, 4.1515, 2.8737)  0.35
H (0.4124, 4.0801, 3.3052)  0.37
H (-0.2062, 6.3445, 2.5162)  0.38
H (0.8814, 5.6102, 1.3175)  0.36
H (-0.8727, 6.5294, 0.0266)  0.36
H (-2.0851, 6.0413, 1.1919)  0.33
C (-3.7146, -6.0953, 2.3984)  -0.58
C (-4.5657, -5.7588, 1.1686)  -0.60
C (-3.9123, -4.5576, 0.4846)  -0.55
N (-2.7259, -4.2485, 1.2572)  0.07
C (-1.8899, -3.2134, 0.9564)  1.13
C (-2.2962, -2.1665, 0.0789)  -0.38
C (-1.4365, -1.1529, -0.2778)  -0.56
C (-0.1311, -1.0629, 0.2924)  0.33
C (0.8456, -0.0976, -0.1106)  -0.82
C (2.1954, -0.4969, -0.3522)  -0.33
C (2.4578, -1.8321, -0.8368)  -0.72
C (3.7156, -2.3726, -0.8376)  -0.53
C (4.8447, -1.5564, -0.5806)  1.51
N (6.0869, -2.0975, -0.7046)  0.11
C (7.2446, -1.4218, -0.1982)  -0.68
C (8.4222, -2.3780, -0.4160)  -0.61
C (7.8714, -3.6042, -1.1718)  -0.54
C (6.3458, -3.4276, -1.2460)  -0.69
C (4.6282, -0.2054, -0.1885)  -0.64
C (3.3528, 0.3237, -0.1126)  -0.85
C (0.1774, -2.0143, 1.3245)  -0.67
C (-0.6053, -3.1141, 1.5520)  -0.57
C (-2.4611, -5.2050, 2.3203)  -0.73
H (-4.2503, -5.8540, 3.3241)  0.28
H (-3.4365, -7.1535, 2.4326)  0.30
H (-4.5953, -6.5998, 0.4741)  0.31
H (-5.5868, -5.5199, 1.4637)  0.29
H (-3.6420, -4.8146, -0.5528)  0.32
H (-4.6024, -3.7008, 0.4284)  0.27
H (-3.3339, -2.1746, -0.2746)  0.01
H (-1.7387, -0.4294, -1.0370)  0.61
H (0.5585, 0.9399, -0.2235)  0.71
H (1.6323, -2.4530, -1.1927)  0.49
H (3.8876, -3.4302, -1.0242)  0.29
H (7.3845, -0.4551, -0.7022)  0.34
H (7.1240, -1.2069, 0.8776)  0.36
H (9.2239, -1.8903, -0.9744)  0.30
H (8.8136, -2.6887, 0.5594)  0.28
H (8.2870, -3.6522, -2.1875)  0.29
H (8.1276, -4.5337, -0.6504)  0.28
H (5.8020, -4.2139, -0.6705)  0.34
H (5.9941, -3.5098, -2.2916)  0.33
H (5.5039, 0.4113, 0.0354)  0.33
H (3.2258, 1.3700, 0.1810)  0.42
H (1.0627, -1.8511, 1.9544)  0.47
H (-0.2742, -3.9202, 2.2130)  0.38
H (-2.2800, -4.6856, 3.2756)  0.36
H (-1.5468, -5.7919, 2.0994)  0.35

Atomic forces in eV per Å
C -0.1 -0.2 0.0
O -0.3 0.3 0.0
C -1.0 0.1 1.0
O 1.1 -0.6 -0.9
C -0.6 -0.4 0.4
C 0.5 0.1 -0.2
C -0.4 0.1 0.5
C -0.2 0.9 -0.5
N 0.3 0.5 -0.8
C 0.8 -1.4 0.9
C -0.7 1.6 -0.8
C 0.7 -0.1 0.5
C 0.1 -0.2 -0.1
C 0.1 -0.4 -0.1
C -0.2 0.2 0.5
H -0.1 0.0 0.0
H -0.2 0.1 -0.1
H 0.3 -0.3 0.1
H -0.1 0.2 -0.2
H -0.1 -0.2 0.1
H 0.3 0.1 0.0
H 0.0 -0.3 0.1
H 0.1 0.1 -0.2
H -0.2 -0.2 0.2
H 0.3 -0.3 -0.4
H -0.2 0.2 0.2
H 0.1 0.4 -0.1
H -0.5 0.1 0.4
H 0.4 -0.1 -0.1
H -0.2 0.0 -0.1
H 0.1 -0.1 -0.2
H 0.0 -0.1 0.2
H -0.1 -0.3 0.0
H 0.0 -0.1 -0.3
C 0.3 0.1 0.4
C -0.1 -0.1 -0.1
C -0.5 0.2 -0.6
N 0.6 0.9 -0.1
C -0.3 -0.3 0.1
C -0.3 -0.2 -0.1
C 0.2 0.2 0.3
C -0.4 -0.4 0.3
C 1.0 -0.6 -0.2
C -0.3 -0.1 -0.1
C -0.1 -0.3 0.9
C -0.2 0.1 -0.4
C 0.6 -0.8 0.1
N -1.7 0.5 0.1
C 0.8 0.6 0.4
C 0.1 -0.1 0.2
C 0.0 -0.1 -0.2
C -0.3 -0.7 0.0
C -0.2 0.6 0.1
C 0.2 -0.2 -0.1
C 0.8 0.0 -0.8
C -0.4 -0.2 0.5
C 0.6 -0.4 0.2
H 0.1 -0.2 -0.2
H -0.1 0.2 0.0
H -0.1 0.1 0.1
H 0.0 -0.1 -0.1
H 0.0 0.2 0.2
H 0.2 -0.2 0.1
H 0.7 0.0 -0.1
H 0.0 -0.1 0.3
H 0.0 0.2 -0.1
H 0.1 0.2 0.4
H -0.3 0.3 -0.4
H 0.1 -0.2 0.0
H -0.1 0.0 -0.3
H -0.1 -0.1 0.2
H 0.1 0.1 -0.3
H -0.1 -0.1 0.3
H 0.0 0.2 -0.2
H 0.4 0.5 -0.2
H 0.0 0.2 0.4
H -0.5 -0.1 -0.1
H 0.0 -0.4 0.0
H -0.2 -0.2 -0.6
H -0.1 0.6 0.0
H 0.0 -0.1 -0.3
H -0.4 0.1 0.0

Strongest force on any atom ... 0.0377 Eh/bohr
Spin multiplicity ... 1
E ... -43493.6200 eV
Energy relative to the best compared isomer or geometry (same formula, charge and spin) ... 71.2 kJ/mol
HOMO-LUMO gap ... 4.724 eV
LUMO level ... -4.361 eV
Total charge ... +1